<w>
C4H11N2O | wB97M-V/def2-TZVPD

Summary:
Kohn-Sham gap   7.053 eV
Multiplicity   1
E_LUMO   4.20 eV
Total charge   -1
SMILES   NCCCNC[O-]

Each line ends with the natural charge from an NBO analysis.
Element x y z (Å)
H 1.3364 -1.9736 0.6374  0.173
H 0.2360 -0.8072 2.1990  0.162
C -0.2234 -0.5262 1.2423  -0.230
C 0.5778 -1.3340 0.1780  -0.432
N 0.3967 0.0655 -1.9432  -0.916
H -0.1520 -1.9703 -0.3117  0.188
N -0.1471 0.9646 1.3262  -0.675
H -0.1085 -0.4719 -2.6301  0.334
H -1.0483 2.7549 0.7525  0.092
C 1.2378 -0.6594 -1.0462  -0.200
O -1.5637 1.3479 -0.6089  -0.963
H -1.2569 -0.8668 1.2261  0.191
H -0.3079 0.6668 -1.4561  0.434
H -2.1598 1.4374 1.3209  0.078
C -1.2831 1.6752 0.6827  0.122
H 0.6699 1.1766 0.7555  0.327
H 2.0635 -0.0227 -0.7108  0.150
H 1.7326 -1.4569 -1.6138  0.165

***

<x>
C4H11N2O | wB97M-V/def2-TZVPD

Summary:
Kohn-Sham gap   5.640 eV
Multiplicity   1
E_LUMO   3.27 eV
Total charge   -1

Each line ends with the natural charge from an NBO analysis.
Element x y z (Å)
H 1.9123 -1.9249 0.9047  0.207
C -2.3606 0.4169 0.5855  -0.030
N 2.7290 -0.1412 0.2885  -0.808
H 2.2708 0.5446 -0.4416  0.346
H 0.6158 0.0211 -1.2107  0.370
H -1.6001 2.2175 0.8288  0.231
H -0.3025 1.1677 0.1922  0.144
N 1.1354 -0.5963 -2.0610  -0.630
H -1.9997 -0.5390 0.2887  0.069
C 0.7481 -1.1957 -0.8550  0.040
C -1.3432 1.4712 0.1041  -0.662
H 0.7385 -0.5650 1.1855  0.253
H -1.5236 1.7996 -0.9272  0.166
C 1.5057 -0.9690 0.4917  -0.325
H 3.1772 -0.5266 -0.5327  0.344
H 0.1021 -2.1334 -0.8177  0.174
H -3.3167 0.4630 0.0354  0.079
O -2.4885 0.4893 1.9408  -0.969

***

The structure with the greatest stability is <w>.

***

<w>
C6H3NO | wB97M-V/def2-TZVPD

Summary:
Kohn-Sham gap   8.134 eV
Multiplicity   1
E_LUMO   -1.55 eV
Total charge   0
SMILES   C#C/C(C=O)=C/C#N

Each line ends with the natural charge from an NBO analysis.
Element x y z (Å)
N 2.7227 1.2201 1.7921  -0.285
C -0.0880 0.0295 -0.0924  -0.138
C -1.5640 -0.9049 -2.0098  -0.121
C -0.4081 -0.6786 1.2098  0.373
H 0.3165 -0.4751 2.1015  0.189
O -1.5408 -1.2750 1.1347  -0.480
C 0.8964 1.0035 -0.1681  -0.228
C -0.7191 -0.3285 -1.2475  -0.094
C 1.8935 1.1960 0.9036  0.226
H 0.9975 1.6822 -1.0471  0.261
H -2.5066 -1.4691 -2.5767  0.297

***

<x>
C6H3NO | wB97M-V/def2-TZVPD

Summary:
Kohn-Sham gap   9.030 eV
Multiplicity   1
E_LUMO   -0.83 eV
Total charge   0
SMILES   C#C/C=C/C(=O)C#N

Each line ends with the natural charge from an NBO analysis.
Element x y z (Å)
C 0.6211 -0.2989 -0.2171  -0.278
N -1.1550 1.8929 -2.7999  -0.256
C -1.3670 1.1826 -0.1935  0.505
C -0.1856 0.3398 0.5787  -0.215
O -2.2119 1.7140 0.3841  -0.442
C 1.6274 -2.2371 1.2340  -0.191
H 0.6026 -0.2687 -1.3670  0.261
C 1.3366 -1.3135 0.4142  -0.057
C -1.1552 1.5150 -1.6843  0.138
H 2.0485 -3.0739 1.8635  0.264
H -0.1615 0.5477 1.7874  0.270

***

The structure with the greatest stability is <x>.

***

<w>
H80O40 | wB97M-V/def2-TZVPD

Summary:
Kohn-Sham gap   9.474 eV
Multiplicity   1
E_LUMO   -0.65 eV
Total charge   0

Each line ends with the Löwdin charge.
Element x y z (Å)
H 1.3797 6.8300 -0.8959  0.067
O 1.5463 5.4370 2.6750  0.125
H 0.6337 -3.8220 -2.7204  0.000
O -0.2346 -2.8186 4.3178  -0.029
H -1.6558 -1.2924 -3.8429  -0.027
O 5.5371 -2.8026 0.4798  -0.049
H 5.1036 -3.2229 1.2332  0.028
H 4.8854 -1.2250 0.4930  -0.044
H -1.2184 1.6916 -1.9522  0.013
O -4.2342 0.6369 -2.4099  -0.043
O -5.6027 -0.4428 0.3666  0.128
O 3.4275 -3.3216 2.4069  -0.113
H 3.4287 -1.3013 -1.6256  0.056
O -0.1911 -3.5070 -2.5766  0.020
H -4.1645 -1.3752 4.0033  0.137
H -1.5806 -4.8509 2.6875  0.020
O 4.4375 -0.4429 0.2772  0.007
H -0.1767 -1.3898 -5.3016  -0.003
H -2.1319 0.1266 -5.8567  0.123
H 3.8836 -2.8366 3.1874  0.100
O 0.6930 -4.6798 1.2682  -0.003
H -3.6196 0.2700 -3.0313  -0.005
H 2.5208 3.1794 -1.6282  -0.041
H -3.4647 -2.0475 1.4126  -0.020
H 1.2891 -0.3325 -2.7124  0.000
H -2.6324 5.1405 1.3394  -0.032
H -3.1640 -1.5057 -1.0373  -0.052
O 0.2674 1.6536 3.0727  -0.053
H -5.6832 0.2382 -0.2516  0.045
O -3.4573 -0.6164 3.7858  -0.079
H 2.2465 0.7772 -4.2978  0.107
H 3.9683 2.9475 -1.3128  0.104
O 3.2669 3.7113 -1.5297  -0.081
H 4.3509 -2.0046 -4.0430  -0.078
O -0.7333 0.8469 6.1876  -0.095
H -2.0583 3.2862 -0.1593  0.012
H 1.2557 6.1493 2.4123  -0.100
H -3.6019 -4.0006 -3.7309  0.089
H -0.1053 -0.3930 3.5733  0.054
H -0.0334 2.0203 -1.1300  -0.038
O -0.2863 1.8129 -1.9670  -0.008
H 0.6477 -3.3827 4.4998  0.157
H -1.7685 -3.6377 3.6668  -0.020
H -1.8487 -4.8465 -0.0090  0.021
H -1.5261 -0.1841 -2.8406  0.087
O -1.6786 0.1185 -0.4113  -0.042
H -1.3374 1.3378 -5.8924  -0.014
H -5.3343 3.0188 -0.7848  -0.034
H 1.4079 0.5123 -1.4130  0.048
O -4.5436 3.1723 -1.1351  -0.008
H 3.3771 -0.8615 -4.1969  -0.021
H -3.2636 -4.4890 0.0305  0.086
O 0.3513 -2.1876 -5.2149  -0.001
H 2.1370 0.8150 5.5830  -0.112
O 2.1316 6.1319 -0.9529  -0.157
O 4.3001 -1.2184 -4.3515  -0.005
O -3.2355 -3.0917 -3.4616  -0.114
O -3.5177 4.9859 1.2300  -0.057
O 0.4767 1.8079 -4.4454  -0.089
O -1.2496 0.5095 -5.5948  -0.031
O 3.7234 1.6446 -3.7643  -0.058
H -3.8020 -0.0276 3.1842  -0.062
H 3.8170 -2.2063 -0.3287  0.013
O 3.2071 -2.1787 -1.1461  -0.139
O -4.3146 -2.1266 1.8039  -0.084
H -1.2314 -0.5974 -0.1494  -0.079
H -1.3601 0.1486 5.9294  0.039
H 1.3082 -0.2940 5.3724  0.051
H 5.9529 2.2897 0.2065  -0.035
H -4.1429 2.3387 -1.5311  0.044
H 0.6543 0.9710 2.3843  0.117
O -1.2687 3.7481 0.0800  -0.002
H 1.4268 5.3332 -1.0817  0.089
O 1.9118 -0.9718 4.8768  -0.110
H -4.7981 -1.2924 1.5595  0.007
H 0.2177 2.7556 -4.3177  0.093
H -0.4763 1.7089 -4.5477  0.006
H -1.8285 0.8086 0.4347  0.170
O -3.1130 -2.3160 -0.6254  -0.053
H 1.5039 2.6964 1.9623  0.033
O 2.7300 1.3666 5.9568  -0.004
O 1.3064 -0.3704 -1.7534  -0.042
H -5.8558 -1.1598 0.1764  -0.110
H 5.9633 -3.6044 0.1476  0.088
O -2.1405 -0.5955 -3.5372  -0.039
H 1.1331 -0.1767 -5.0932  0.203
H 0.6336 -2.5950 0.2889  0.056
O -0.2270 -0.7070 2.6343  -0.062
H 1.7438 -1.6680 5.6130  0.107
O 1.9571 -0.2864 -4.2639  -0.235
H 4.0683 0.6814 -3.5555  0.097
O 5.5280 2.4125 0.9711  0.007
H 4.7091 0.3144 0.6560  -0.044
O -2.6720 -5.2286 -0.4297  -0.122
H -3.7917 1.9124 2.1263  0.084
H 5.2167 3.3335 0.9157  0.067
H 2.1556 5.0504 2.2006  -0.053
H 3.7311 1.7501 -4.6907  0.029
O -2.1828 -4.1641 2.9880  -0.052
H -2.1282 -2.5618 -0.8388  0.078
H 1.3096 -5.3295 1.5147  0.030
H -0.3068 -3.2732 -1.6767  -0.028
H 2.8151 -2.5254 2.1880  0.089
H -3.7499 4.3824 0.4338  0.052
O 0.0397 -2.1556 -0.3536  -0.061
H -1.0987 3.4614 0.9499  0.015
H 2.4626 2.2923 5.8311  0.064
H -3.7715 3.3494 2.8210  -0.003
H -0.1798 -2.2304 3.7071  -0.138
H 0.8111 -2.2512 -4.4428  -0.036
H -2.3589 -3.2748 -3.0111  0.019
H 0.7938 3.2874 0.6914  -0.011
H -1.1669 -0.6841 2.5713  0.030
H -3.8435 0.1819 -1.6308  0.023
H 0.9182 1.7896 3.6629  -0.039
O -3.3302 2.5148 2.8388  -0.080
H 0.5325 -3.8924 1.7686  0.002
H 0.5344 -1.6550 -0.9916  -0.014
O 1.6484 3.0537 1.0475  -0.054
H -0.9421 1.7875 5.7940  0.114

***

<x>
H80O40 | wB97M-V/def2-TZVPD

Summary:
Kohn-Sham gap   9.543 eV
Multiplicity   1
E_LUMO   -0.65 eV
Total charge   0

Each line ends with the Löwdin charge.
Element x y z (Å)
O 3.6330 -2.5479 -0.1573  -0.047
H 2.4993 0.8916 -2.4088  0.005
H -4.5899 -2.1144 0.9307  0.004
O -1.0676 0.3427 -4.6924  -0.042
H -0.0840 -3.2428 -4.3703  0.061
O -1.2287 2.1815 2.9894  -0.057
H -3.5243 1.4530 -5.3961  0.000
H -1.8011 -2.3011 4.4049  -0.014
O -1.4916 -1.6738 -2.5593  -0.048
H 3.1845 -1.9171 0.4070  0.042
O 2.9829 -4.3954 -2.1355  -0.040
H -0.3879 -3.1838 2.2511  0.080
H 3.1974 -1.8387 4.0084  0.036
O 1.0280 -1.0493 -3.1361  -0.070
H 4.0551 1.4405 -0.2480  0.047
H 5.5653 -1.0244 -1.9412  0.048
H 0.4728 -1.4270 5.0497  0.042
O 5.3116 -0.6985 -1.0750  -0.065
H 0.8393 0.8805 -2.9039  0.035
O -3.1746 0.4227 2.4599  -0.021
H 3.8030 3.5585 -0.5159  0.016
H -3.3283 -0.4807 2.7060  0.039
O 1.0376 -1.0951 0.4453  -0.030
H -1.8121 1.1712 0.4490  0.013
H -1.2133 2.4133 -2.3560  -0.007
H 0.3531 -0.7586 1.0342  0.026
H -3.7704 0.9294 1.9105  0.052
H -3.6314 2.7086 0.8383  0.006
O -1.2015 6.0004 1.1219  -0.045
H 3.1213 -0.2743 -2.9788  0.040
H -1.7514 1.3603 2.9650  0.001
H -0.3442 -0.6182 4.1415  0.040
H -4.0825 4.4200 1.9127  0.089
H 4.4176 -1.0226 -0.9423  -0.022
O 1.7510 1.8075 1.8460  -0.103
O -5.9731 0.3811 0.0690  -0.068
H -2.3138 3.1865 0.2729  0.073
H -2.6169 -1.1339 -0.0493  0.045
H -2.4759 2.9100 -1.6422  -0.006
H 3.1219 3.1644 2.1191  0.007
H 2.7138 1.1837 0.1217  0.017
H 3.3008 4.6084 1.5449  0.001
H 4.9395 -3.7382 1.5470  0.001
H 1.6596 2.5710 4.6466  0.068
O 5.8372 -3.4789 1.3998  -0.054
H 3.4445 -3.3566 -3.4354  0.009
O 3.7177 4.4773 -0.2125  -0.060
H -2.1573 0.9664 -5.8656  -0.010
O 3.4553 -2.4912 -3.9193  -0.074
O 4.7697 -0.1199 3.9055  -0.060
H -1.2416 -2.2819 -3.3011  0.045
O 1.0755 1.8579 4.3310  -0.082
H 0.4113 2.5564 4.0897  0.051
H 6.4531 0.6189 1.1534  0.073
O -4.4135 3.5102 1.9768  -0.014
O -1.9077 0.0739 4.9661  -0.027
O -1.2422 0.3507 0.4129  -0.083
H 3.6174 -4.4766 -1.4371  0.050
H -1.4505 -2.1349 2.0863  0.029
H 0.8716 -2.6916 -1.0834  0.015
H -0.3760 5.5333 1.0763  0.021
H 1.0702 1.4314 2.4559  0.031
H 1.5311 2.7431 2.0374  0.030
H 5.1792 0.2233 3.0965  -0.037
H -0.3693 -0.3172 -4.7307  0.019
O -4.4002 0.2963 -2.2629  -0.027
H -2.1828 -0.1258 4.0742  -0.009
O 2.3066 -1.8039 4.3816  -0.044
H 1.5142 -0.3936 0.0087  0.016
O -1.0202 -5.9753 -1.0830  -0.049
H -6.3330 2.1970 -1.2818  0.020
O -0.4650 -2.6124 -4.9851  -0.024
H -4.3840 -2.2940 2.4683  -0.014
H -5.8360 0.2743 -0.8931  0.029
O -0.1895 -1.5623 4.3798  -0.069
H 4.0653 -2.6889 -4.6419  0.046
H 2.8232 -2.8934 -0.5624  0.021
H 4.8931 0.2177 1.2192  0.037
H -0.6726 -2.9246 -5.8680  0.088
O -2.4449 -2.9721 4.1222  -0.056
H 4.6190 4.7481 -0.0066  0.059
H -6.4143 2.2148 0.1769  0.013
O -2.8859 -2.0298 0.2510  -0.060
H 5.7645 -2.9165 0.6187  0.005
H -3.6889 -0.2942 -2.5244  0.030
H -1.0947 6.7487 1.7152  0.042
H 2.3697 -1.3509 5.1956  0.014
O 2.9540 4.1011 2.2906  -0.081
H -0.9703 4.5230 -5.0654  0.042
H -0.0363 3.5797 -4.9383  0.022
O -6.2050 2.8055 -0.5606  -0.064
H 0.2686 -1.2312 -2.5615  0.014
O -0.0783 4.4118 -5.4480  -0.072
H -1.0107 0.4160 -0.5198  0.026
O -2.1850 2.4372 -2.4128  -0.054
O 3.1575 0.2476 -2.1592  -0.080
H -1.0290 0.4512 4.9609  0.020
O -2.9068 2.4223 0.2207  -0.080
H -5.2616 3.6325 1.5150  0.071
O -5.0304 -2.1757 1.7940  -0.055
O 3.1824 1.8390 -0.4101  -0.068
H -1.4297 0.1587 -3.8157  0.027
H 2.1052 -4.4711 -1.7244  0.029
H 1.0746 -1.4825 -3.9899  0.032
O -3.0773 1.1319 -6.1623  -0.081
H -6.3386 -0.4671 0.3429  0.054
H -1.8732 -2.3810 -2.0177  0.056
H -0.2332 -5.9163 -1.6164  0.018
H -1.9203 2.7455 2.6228  0.036
O 0.6905 -3.5799 -0.7638  -0.047
H -3.9908 0.9515 -1.7146  0.002
O 0.2237 1.4861 -2.4305  -0.062
H 4.3125 0.5194 4.4360  0.022
H -1.2108 -6.6620 -0.4504  0.040
O -1.0915 -2.9085 1.6381  -0.066
H -2.0751 -3.3685 3.3212  0.006
H 0.0341 -3.5572 -0.0770  0.014
O 5.6366 0.6542 1.6361  -0.010
H -2.2986 -2.6479 -0.1788  0.028
H 0.8698 2.0307 -1.9502  0.072

***

The structure with the greatest stability is <x>.